(1)
98
Properties=species:S:1:pos:R:3:lowdin_charge:R:1 method="wB97M-V/def2-TZVPD" charge=+3 de_lowest_kcal_mol=67.7 fmax_ev_per_a=5.53 multiplicity=6 e_tot_ha=-2371.745686 lumo_energy_ev="-8.5 / -12.1"
C 0.536 -2.317 2.471 -0.141
C -3.690 1.793 1.194 -0.085
H 2.295 -0.674 2.567 0.051
C -0.219 2.848 -3.184 -0.034
C -4.927 -2.528 0.774 -0.051
H 4.388 -1.246 1.370 0.098
H -2.763 -0.926 -1.885 0.098
H 3.083 2.810 2.130 0.095
C -3.604 -2.022 1.419 -0.646
H 3.050 -0.723 -1.643 0.116
C -3.848 0.754 0.067 -0.662
C 0.592 -2.743 3.768 -0.023
H 3.177 0.358 3.699 0.119
H -3.187 -3.982 2.179 0.114
H 4.665 0.070 -2.736 0.107
H 3.015 0.688 -3.013 0.020
N -0.067 1.105 -1.070 0.029
H 4.424 1.696 -3.431 0.120
C 0.437 1.470 -3.320 -0.511
C 0.466 -3.695 -2.407 0.005
H -4.350 2.646 0.974 0.113
H -3.177 -2.508 -1.192 0.092
C 3.626 0.776 1.631 -0.644
H 0.490 3.652 -2.952 0.096
O -0.265 2.641 2.037 0.142
H 4.663 2.753 1.335 0.067
C 0.882 0.764 -1.892 -0.212
C -0.586 0.490 -3.919 -0.033
C -5.343 0.427 -0.046 -0.065
H 1.796 1.014 2.795 0.057
H -5.768 -1.850 0.970 0.078
C -0.834 -3.314 -2.113 0.043
N -0.166 -1.104 2.458 -0.086
H -0.925 0.815 -4.915 0.114
N -0.058 -1.575 -0.747 -0.082
H -2.297 1.590 -1.213 0.029
H -1.511 0.398 -3.329 0.065
C 1.540 -2.888 -1.936 0.072
C 2.659 0.339 2.726 -0.118
H 0.651 -4.515 -3.096 0.134
H -3.664 0.809 -2.118 0.086
H 6.050 2.248 -1.616 0.119
H 1.941 0.743 -4.680 0.103
C -3.387 1.417 -1.244 -0.099
H -5.795 0.137 0.916 0.086
H -5.544 -0.338 -0.807 0.094
P -2.679 -0.685 0.455 1.025
C 1.195 -1.677 -1.265 -0.242
H -5.147 -3.494 1.262 0.111
C -2.482 -1.663 -1.100 -0.215
C -0.404 1.596 1.532 -0.390
C 5.524 1.605 -0.888 -0.068
Ir -0.516 0.025 0.617 1.180
H -3.901 2.391 -1.340 0.117
H 2.536 -3.063 -2.323 0.135
H 1.057 -3.626 4.184 0.141
C 3.439 3.042 -1.370 -0.082
C 2.005 -0.355 -1.405 -0.231
H 2.402 3.015 -1.746 0.061
H -0.178 -0.528 -4.054 0.097
H 4.038 3.676 -2.042 0.116
H -0.566 1.130 4.527 0.108
H -1.722 -3.775 -2.542 0.150
H -4.519 -0.572 2.805 0.081
H -0.610 3.103 -4.187 0.117
H 4.494 2.178 3.009 0.121
C -3.893 -1.471 2.808 -0.070
C 1.492 1.678 -4.355 -0.074
C 4.039 1.621 -1.303 -0.597
H -1.036 2.870 -2.456 0.070
C -0.533 -0.836 3.705 -0.388
H -3.976 1.399 2.182 0.079
H -2.670 2.187 1.263 0.043
P 2.723 0.836 -0.080 1.335
C -2.683 -3.249 1.530 -0.067
N -0.069 -1.798 4.524 0.162
H -4.432 -2.238 3.378 0.114
H -2.973 -1.233 3.354 0.052
C 4.004 2.217 2.024 -0.064
H -5.821 1.368 -0.377 0.112
H 0.935 -2.746 1.574 0.107
H 0.984 2.113 -5.221 0.114
H 5.744 1.980 0.121 0.070
H -1.715 -2.993 1.972 0.050
H -1.948 0.716 3.476 0.057
H 5.572 -0.002 0.894 0.064
H 2.220 2.435 -4.069 0.087
H -4.842 -2.717 -0.308 0.082
H 5.207 -0.255 2.619 0.121
C -1.090 -2.215 -1.306 -0.279
H -2.514 -3.724 0.552 0.086
H 3.415 3.526 -0.381 0.081
C 4.030 0.972 -2.703 -0.101
H -0.203 -1.807 5.523 0.186
C 4.771 -0.238 1.605 -0.051
H -1.836 0.054 5.117 0.113
H 5.940 0.589 -1.001 0.092
C -1.261 0.338 4.233 0.008

=====

(2)
24
Properties=species:S:1:pos:R:3:lowdin_charge:R:1 method="wB97M-V/def2-TZVPD" charge=+1 de_lowest_kcal_mol=89.6 fmax_ev_per_a=1.69 multiplicity=1 e_tot_ha=-819.936009 lumo_energy_ev=-4.9
H 2.222 -3.789 2.470 0.128
N 3.431 -2.232 3.030 0.124
H 3.224 -2.555 3.976 0.088
H 4.141 -2.404 0.642 0.099
H -1.161 4.047 -2.315 0.107
S 2.256 -0.987 0.369 1.126
H -2.890 0.249 -1.736 0.097
H 3.236 -0.094 0.633 0.030
C 0.955 -0.798 1.534 -0.408
H -4.940 1.933 -2.264 0.096
N -1.701 2.012 -1.960 -0.018
H -0.649 -0.027 0.407 0.076
C -1.959 3.327 -2.248 -0.138
H -1.034 -1.297 1.718 0.098
H -3.826 4.379 -2.639 0.097
C -3.894 2.182 -2.211 -0.103
H 1.213 -0.757 2.579 0.088
C 2.853 -2.950 2.199 -0.300
C 3.082 -2.584 0.738 -0.302
H -0.791 1.628 -1.794 0.124
C -3.310 3.463 -2.407 -0.099
H 2.732 -3.341 0.052 0.094
C -2.878 1.307 -1.940 -0.156
C -0.311 -0.712 1.169 0.054

=====

(3)
8
Properties=species:S:1:pos:R:3:lowdin_charge:R:1 method="wB97M-V/def2-TZVPD" de_lowest_kcal_mol=0.8 fmax_ev_per_a=1.35 smiles=BrCBr.O multiplicity=1 e_tot_ha=-5263.747635 lumo_energy_ev=-0.1
H -2.651 -2.065 -0.758 0.043
H -1.211 -1.966 -0.175 -0.113
O -1.932 -2.608 -0.364 -0.128
H -0.823 1.807 1.607 0.017
H -1.727 1.862 0.066 0.000
Br 0.267 3.287 -0.283 0.545
Br 0.000 0.000 0.000 0.637
C -0.714 1.781 0.506 -1.001

=====

(4)
23
Properties=species:S:1:pos:R:3:lowdin_charge:R:1 method="wB97M-V/def2-TZVPD" charge=+1 de_lowest_kcal_mol=63.5 fmax_ev_per_a=7.81 multiplicity=1 e_tot_ha=-458.230273 lumo_energy_ev=-3.3
H -1.396 0.345 1.702 0.182
H -1.432 -3.501 2.168 0.080
H -1.826 -1.442 -0.733 0.183
O 2.379 -0.882 -2.129 0.038
H 1.710 2.732 -1.971 -0.013
C -1.809 -2.502 2.302 -0.106
C -1.300 0.102 0.598 -0.096
H -0.881 -1.993 2.507 0.078
H 0.323 2.954 -2.834 0.144
H 3.210 -1.123 -2.326 -0.020
H -3.342 -2.480 0.662 0.122
H 1.920 -0.871 -2.900 -0.017
O 0.796 2.804 -1.888 -0.081
H -0.980 0.724 -1.220 0.037
H -3.231 -1.085 1.866 0.106
H 4.864 3.724 -0.304 0.115
H -0.111 1.651 -0.198 0.086
N -0.824 0.989 -0.359 0.204
H 4.736 2.403 0.368 0.065
C -2.739 -1.886 1.340 -0.104
O 4.090 2.991 -0.166 -0.166
N -1.828 -1.046 0.247 0.062
H -2.328 -2.610 3.269 0.100

=====

(5)
33
Properties=species:S:1:pos:R:3:lowdin_charge:R:1 method="wB97M-V/def2-TZVPD" de_lowest_kcal_mol=411.9 fmax_ev_per_a=12.59 multiplicity=1 e_tot_ha=-840.223798 lumo_energy_ev=-0.3
O -2.140 -0.004 1.619 0.028
H -1.369 -0.098 -2.180 0.047
H -0.494 -1.014 0.323 -0.128
O 2.400 0.279 -0.889 -0.007
O -1.319 -1.441 0.554 0.034
O 0.739 -1.693 -1.006 0.031
O 0.309 -1.260 1.879 -0.043
O 2.026 -1.564 0.561 -0.093
H -1.870 0.972 0.879 -0.160
O -1.795 -0.458 -1.402 -0.022
H -3.083 -0.097 1.488 0.103
H 0.759 -1.514 2.685 0.097
H 2.168 1.208 -0.886 0.020
H 0.967 -0.777 1.379 0.027
H 2.546 -2.199 0.068 0.098
O -1.972 1.701 0.268 -0.059
H 0.805 0.348 -0.408 0.058
H 1.263 1.959 -1.589 0.011
H -0.407 0.632 0.454 0.113
H 0.198 -2.099 -1.683 0.142
H 0.446 -0.782 -0.979 -0.049
H -1.119 -0.434 -0.725 -0.096
O 0.594 1.576 -2.156 -0.036
H -2.744 2.171 0.582 0.064
O 0.610 1.979 -0.020 -0.095
H 0.072 2.647 0.404 0.114
H -1.748 -0.580 0.962 -0.277
H -0.236 1.808 -1.738 0.049
H 1.239 -1.436 0.032 -0.146
H -1.098 -2.007 1.294 0.129
H 1.479 2.090 0.366 0.105
O -0.018 -0.038 -0.109 -0.134
H 2.792 0.127 -0.029 0.077

=====

(6)
24
Properties=species:S:1:pos:R:3:lowdin_charge:R:1 method="wB97M-V/def2-TZVPD" charge=-1 de_lowest_kcal_mol=5.6 fmax_ev_per_a=2.41 multiplicity=2 e_tot_ha=-442.759285 lumo_energy_ev="3.8 / 3.7"
H -1.306 -2.008 1.865 0.062
O 2.332 -0.727 -0.554 -0.219
H -2.300 -1.124 -0.263 0.072
H -1.575 0.220 -1.036 0.080
H 0.111 -2.244 -2.965 0.049
C -0.591 2.695 1.120 -0.184
C 1.366 0.081 -0.628 -0.447
H 1.193 0.522 1.556 0.126
C 0.613 0.544 0.605 -0.318
H -0.064 -1.038 2.765 0.066
C -0.420 -1.387 1.797 -0.088
O -0.816 -2.253 -2.683 -0.084
H -0.741 -1.290 -0.877 0.032
H -0.549 2.433 2.189 0.068
H -1.074 -1.348 -2.900 0.032
H -0.332 3.766 1.071 0.059
N 0.341 2.013 0.194 -0.102
C -1.339 -0.590 -0.329 -0.139
C -0.741 -0.145 0.968 -0.405
H -1.337 0.550 1.594 0.102
H -1.515 2.635 0.595 0.048
H 0.332 -2.031 1.382 0.073
H 1.240 2.468 0.193 0.064
H 0.917 0.502 -1.520 0.052

=====

(7)
54
Properties=species:S:1:pos:R:3:lowdin_charge:R:1 method="wB97M-V/def2-TZVPD" charge=+1 fmax_ev_per_a=1.40 multiplicity=1 e_tot_ha=-7207.892145 lumo_energy_ev=-2.9
C -3.395 -1.613 -0.997 -0.621
H 2.861 -3.810 -0.172 0.065
H -2.867 0.359 -0.530 0.085
C -1.680 2.666 0.361 -0.098
H 0.476 -2.123 -2.041 0.110
C 2.563 -3.781 -1.215 -0.110
N 0.025 1.640 -1.802 0.010
H -2.016 0.319 -2.636 0.131
H -2.972 -2.578 -1.250 0.046
H -1.758 -0.870 0.142 0.046
H -1.551 -3.070 6.019 0.056
C 1.172 -1.697 -1.331 -0.579
C -2.328 -0.559 -0.723 -0.327
N 1.049 -0.237 -1.479 0.058
H 3.744 4.362 -0.929 0.105
C 2.534 -2.294 -1.651 -0.237
H 2.185 3.653 -2.593 0.123
H 3.614 3.733 1.413 0.064
O -2.660 -0.121 4.348 -0.555
H -0.926 1.896 0.495 0.081
H -0.636 -1.790 3.324 0.048
H -4.094 -1.301 -1.763 0.054
H -1.293 -1.259 -2.539 0.125
H -1.431 3.522 0.979 0.093
H 2.478 2.350 0.949 0.057
C -1.609 -2.285 3.275 -0.320
H 1.065 4.032 -1.301 0.120
Cl 0.609 -2.126 0.314 0.745
H -2.133 -1.596 6.826 0.053
S -2.696 -1.595 4.526 0.773
C -1.463 -0.345 -1.974 -0.080
C 1.358 1.975 -1.594 -0.114
C -0.948 2.641 -2.039 -0.748
H -0.675 -1.522 5.807 0.058
H -2.085 -2.091 2.313 -0.070
H 3.327 -4.322 -1.761 0.082
H 3.350 -1.816 -1.134 0.087
H 2.666 -2.309 -2.729 0.125
C 1.887 3.374 -1.585 -0.110
C 2.017 0.797 -1.405 -0.204
C -1.652 -1.988 5.934 -0.265
C 2.977 3.682 -0.586 -0.160
H -2.642 2.269 0.669 0.085
C -1.737 3.104 -1.069 -0.746
C 3.023 3.238 0.660 0.013
N 3.386 0.628 -1.195 0.138
H 3.573 0.081 -0.366 0.100
H 1.591 -4.254 -1.306 0.071
C -0.146 0.315 -1.743 -0.174
H 3.837 0.189 -1.987 0.106
H -1.497 -3.359 3.424 0.061
I -4.472 -1.906 0.835 0.905
Br -1.004 3.335 -3.800 0.810
Br -3.001 4.457 -1.389 0.829

=====

(8)
20
Properties=species:S:1:pos:R:3:lowdin_charge:R:1 method="wB97M-V/def2-TZVPD" de_lowest_kcal_mol=139.0 fmax_ev_per_a=7.01 multiplicity=1 e_tot_ha=-290.937197 lumo_energy_ev=0.8
H 1.069 -0.010 2.074 0.058
C -0.530 0.594 -0.812 0.049
H 1.803 -1.481 0.061 0.068
C 1.377 0.630 0.028 -0.332
H -3.325 0.868 -1.089 -0.007
H 2.135 -0.710 -1.498 0.069
C -2.797 -0.049 -1.342 -0.058
H -2.591 -0.156 -2.403 -0.003
C 2.176 -0.569 -0.416 -0.135
H 1.660 1.527 -0.527 0.086
H -3.324 -0.917 -0.952 -0.018
H -1.515 -2.018 0.793 0.110
H -0.432 1.180 -1.696 0.082
H 2.422 1.066 1.867 0.073
C 1.398 0.871 1.515 -0.142
C -1.000 -0.288 -0.079 -0.270
N -1.146 -1.095 0.966 0.114
H -1.405 -0.694 1.854 0.113
H 0.787 1.728 1.801 0.071
H 3.238 -0.476 -0.145 0.073

=====

(9)
11
Properties=species:S:1:pos:R:3:lowdin_charge:R:1 method="wB97M-V/def2-TZVPD" de_lowest_kcal_mol=35.4 fmax_ev_per_a=5.90 smiles=FCC(F)(F)CF multiplicity=1 e_tot_ha=-516.103033 lumo_energy_ev=0.8
C -0.476 -0.954 0.772 -0.037
C 0.588 -0.064 0.267 -0.552
H 0.807 1.251 -1.520 0.088
C 0.070 0.882 -0.916 -0.002
F -0.539 2.224 -0.702 -0.099
F 1.387 -0.906 -0.522 0.048
H -1.168 -1.357 0.035 0.128
H 0.037 -1.817 1.281 0.151
H -0.679 0.077 -1.393 0.159
F 1.244 0.723 1.053 0.180
F -1.272 -0.058 1.644 -0.064

=====

(10)
44
Properties=species:S:1:pos:R:3:lowdin_charge:R:1 method="wB97M-V/def2-TZVPD" de_lowest_kcal_mol=0.0 fmax_ev_per_a=3.47 smiles="CCCCCCCCCCOC(=O)SSCCO" multiplicity=1 e_tot_ha=-1532.952079 lumo_energy_ev=0.6
H -3.401 -1.427 1.256 0.090
H 2.817 -0.658 -3.155 0.067
H 2.615 -2.869 0.063 0.122
C 2.231 -2.406 -0.913 -0.220
C -2.473 -0.882 1.448 -0.487
H -0.013 0.829 -1.025 0.112
C -1.349 -1.903 1.839 -0.350
C 3.190 -1.622 -3.287 -0.242
H 0.500 -1.236 0.126 0.095
S -3.732 1.858 2.151 0.609
O -1.546 -2.833 0.797 -0.087
C -0.556 2.634 -0.147 -0.169
S -2.508 0.424 2.738 0.506
H 2.031 2.011 0.894 0.128
H 4.222 -1.602 -1.445 0.129
H 4.542 -3.153 -5.067 0.061
H 2.442 -2.093 -3.956 0.123
H 6.133 -2.479 -4.993 0.075
H -0.295 -1.457 1.860 0.115
C 1.454 1.125 0.506 -0.206
C 2.284 -0.067 -0.021 -0.204
H 0.877 -0.822 -1.518 0.103
C -2.625 2.808 1.024 -0.837
O -1.470 2.199 0.871 -0.140
H 1.755 -3.363 -1.260 0.110
C 5.253 -2.743 -4.341 -0.108
H -2.162 -0.484 0.495 0.062
H 4.414 -0.770 -4.917 0.113
C 4.550 -1.361 -3.986 -0.240
H 2.888 0.283 -0.850 0.094
C 1.382 -1.197 -0.607 -0.223
H -1.749 -2.355 2.826 0.136
H 5.159 -0.927 -3.215 0.081
C 3.432 -2.290 -1.931 -0.203
H -0.710 -3.289 0.974 0.087
H 0.781 0.748 1.385 0.135
H -0.228 3.604 0.221 0.132
H 3.820 -3.281 -2.101 0.089
H 5.471 -3.466 -3.548 0.061
O -3.082 3.707 0.372 0.050
C 0.545 1.680 -0.550 -0.218
H -1.123 2.752 -1.179 0.169
H 2.973 -0.497 0.788 0.138
H 0.977 2.250 -1.409 0.140

=====

(11)
97
Properties=species:S:1:pos:R:3:lowdin_charge:R:1 method="wB97M-V/def2-TZVPD" charge=+1 fmax_ev_per_a=7.40 multiplicity=1 e_tot_ha=-2625.210180 lumo_energy_ev=-4.7
C -0.848 3.844 -0.333 -0.101
H 0.733 -1.095 1.091 0.089
S 5.637 4.323 1.462 0.137
C -4.470 2.455 2.640 -0.197
H -0.497 1.960 -2.264 0.132
H 1.635 -3.656 -0.706 0.104
C 5.077 -1.694 -4.155 -0.215
H -3.578 5.266 2.351 0.116
H 1.862 -0.259 -3.586 0.039
H 4.587 -2.683 -1.330 0.057
C -0.360 -1.471 1.011 -0.179
C -1.317 0.456 -0.659 -0.153
C 5.256 -3.342 -2.000 -0.202
C -5.328 -1.166 0.696 -0.205
H 1.740 -2.977 2.295 0.110
H 2.553 -0.163 -5.316 0.086
I 4.648 -0.033 0.854 0.892
C 1.211 -3.641 1.501 -0.210
H -5.080 3.790 4.213 0.119
C -0.138 1.175 -1.503 -0.100
H -6.264 4.165 1.440 0.121
H 3.572 -3.361 -3.484 0.097
H 6.155 -1.392 -3.820 0.113
H -4.620 -2.647 -1.770 0.118
H -0.979 3.800 2.459 0.060
H -5.470 -1.455 1.744 0.122
C 2.635 -0.748 -4.312 -0.129
H 3.066 -3.015 0.353 0.054
C -0.180 3.862 3.283 -0.064
C -5.483 3.383 3.279 -0.169
C -0.367 5.181 -2.917 0.089
H -0.676 4.245 4.269 0.106
C -0.642 4.670 -1.724 -0.083
H -7.497 -1.254 0.441 0.118
C 4.561 -5.072 -0.029 -0.200
C -0.253 -3.114 1.066 -0.206
H 4.066 -5.237 -2.310 0.102
C -5.597 4.482 2.248 -0.169
N 1.935 0.937 -0.338 0.071
H -1.948 -1.801 -0.677 0.106
H -0.201 -1.531 -1.222 0.109
H 5.013 -1.673 -5.320 0.119
H 0.363 0.331 -2.137 0.113
H -1.406 0.874 0.416 0.111
O 1.383 5.014 1.551 -0.104
C 0.991 4.969 2.960 -0.203
H 1.874 4.888 3.692 0.098
C 4.090 -0.536 -3.594 -0.255
H 0.487 6.000 3.183 0.145
H 4.923 -4.107 0.505 0.095
C -1.003 -1.149 -0.466 -0.192
H 3.941 -0.556 -2.447 0.062
H -6.957 -3.159 -1.414 0.119
C 2.848 2.782 1.241 -0.240
H -6.587 -0.791 -1.007 0.118
C 0.527 3.037 0.000 0.026
H -0.481 -3.570 0.019 0.110
C 2.966 1.367 0.557 -0.571
H 2.686 -5.987 1.042 0.104
H -1.042 -1.111 1.871 0.113
H 4.435 0.531 -3.872 0.106
H 6.388 -3.089 -1.912 0.121
H 5.851 -5.546 -1.922 0.115
H -4.957 1.738 1.970 0.100
C -6.384 -2.873 -0.530 -0.173
C 2.942 -5.283 0.168 -0.185
C -4.886 -2.941 -0.749 -0.204
H -4.127 4.919 0.696 0.118
O -3.598 3.274 1.847 -0.180
H -6.672 -3.535 0.293 0.120
H -0.923 4.669 0.486 0.118
H 5.153 -3.937 -4.257 0.117
H -2.356 0.494 -1.187 0.129
C -4.175 4.584 1.736 -0.210
H -4.479 -3.937 -0.555 0.121
C 4.706 -3.153 -3.536 -0.216
H 0.014 5.318 -4.006 0.075
H 0.378 2.872 3.479 0.085
P 4.255 3.329 2.419 0.305
N 0.894 1.742 -0.523 -0.081
H 5.174 -5.938 0.431 0.106
C 4.936 -4.901 -1.611 -0.206
C -6.577 -1.432 -0.119 -0.175
H -1.780 3.168 -0.350 0.118
H 3.776 4.022 3.588 -0.017
H 2.330 -1.855 -4.402 0.068
H -6.431 2.890 3.502 0.121
H 4.907 2.126 2.923 -0.053
H -1.009 -3.556 1.813 0.110
C 1.597 3.716 0.998 -0.085
H 2.600 -5.814 -0.816 0.109
O -4.291 -1.994 0.150 -0.168
H -5.019 -0.119 0.662 0.097
H -5.973 5.425 2.650 0.121
H -3.885 1.900 3.378 0.121
C 2.251 -3.821 0.255 -0.205
H 1.129 -4.699 1.994 0.107